Formula: C26H37BrN6O5P2Ti
Source: the OMol25 dataset
Level of theory: ωB97M-V/def2-TZVPD

Structure (XYZ):
```
78
Properties=species:S:1:pos:R:3:forces:R:3:lowdin_spin:R:1
H 2.16418 3.59480 -2.85442 -0.003 0.001 -0.002 0.000
C -1.73937 -2.44667 -3.77145 0.003 0.007 0.004 0.000
C -2.05382 -2.69377 5.43555 0.010 0.021 0.003 -0.001
H -2.67056 0.85167 -0.85341 0.004 -0.003 -0.004 0.000
H 3.24969 -0.33617 2.50056 -0.003 0.007 0.009 0.000
O -0.51121 1.30569 0.75818 -0.051 -0.039 0.051 0.038
H -3.41593 -5.35736 2.64357 0.002 0.002 0.009 0.000
C -0.41074 2.19787 2.97071 -0.008 0.007 0.029 0.024
C 1.36968 3.19819 -2.21455 -0.006 -0.004 -0.020 0.000
H 3.77238 3.03836 -0.81078 -0.003 0.009 0.004 0.000
O 1.02026 -2.13361 1.63177 -0.083 0.062 -0.057 0.027
H 4.88056 1.14754 -2.77490 0.004 -0.016 -0.001 0.000
C -0.25291 4.77163 1.82376 0.000 -0.019 -0.003 0.114
H 0.88362 -3.01650 -3.07388 0.014 0.002 -0.002 0.000
H 3.10660 1.91472 0.39775 0.006 -0.003 -0.012 0.000
H 2.73184 -1.67016 3.56110 -0.001 -0.003 -0.003 0.000
C -2.79352 1.27617 -1.84463 -0.005 0.001 -0.002 0.000
H 4.07538 0.23242 -4.06056 -0.001 0.006 -0.009 0.000
O 1.54105 -0.24651 -0.27474 0.067 0.140 -0.076 0.003
H 0.68670 -2.59563 -4.78498 -0.005 -0.007 0.004 0.000
H -0.64241 0.91185 4.66403 0.000 -0.006 0.001 0.021
C -0.60917 0.93624 3.58274 -0.002 0.041 -0.044 0.332
O 0.59310 0.42711 -2.53199 0.066 -0.014 -0.001 0.000
H -2.99326 -4.56808 5.02790 -0.002 -0.004 -0.006 0.002
H -0.21847 3.24173 4.84805 0.001 0.015 0.002 0.003
P -0.77305 -0.40968 -2.37652 -0.111 0.118 0.065 0.000
H -2.67385 -1.94291 -3.53315 0.004 0.006 0.004 0.000
H -1.56147 0.40652 -4.88282 0.004 0.003 0.004 0.000
N -2.02353 0.51342 -2.83165 0.000 0.047 0.004 0.000
C 2.40882 -0.75974 3.05640 0.021 -0.004 -0.045 0.003
C 1.32959 -1.03216 2.08287 0.139 0.002 0.104 0.003
C -2.12425 1.03219 -4.19430 0.008 -0.012 0.004 0.000
C 2.85710 2.69569 -0.31999 -0.011 -0.003 0.017 0.000
H -0.47571 3.74654 -0.05536 0.002 -0.006 0.002 -0.003
C -2.54516 -3.67163 4.62096 -0.011 -0.012 -0.014 0.029
N 1.88453 2.19513 -1.29339 0.033 0.015 0.010 0.000
C -0.39112 3.64863 1.01911 0.026 0.022 0.018 -0.008
H 2.41034 3.52268 0.23256 0.002 0.003 0.004 0.000
C -1.47608 -1.51499 4.91786 -0.015 0.051 -0.007 0.034
C -2.81770 -4.20822 0.94632 0.009 0.016 0.022 -0.002
H 3.83703 -1.85597 -2.80183 -0.007 -0.002 -0.002 0.000
H 2.07841 -0.00356 3.76841 -0.013 -0.005 0.005 0.004
Ti -0.24362 -0.51232 0.97352 0.069 -0.061 0.296 0.084
C -0.43499 2.37692 1.56690 -0.027 0.009 -0.024 0.079
H 0.58728 2.77982 -2.84111 0.001 0.001 0.003 0.000
N -0.60010 -1.56187 -3.51499 0.025 -0.045 -0.032 0.000
H -1.66567 -3.36228 -3.17762 -0.015 0.000 -0.003 0.000
H -1.75137 -2.71827 -4.82720 0.005 -0.003 0.000 0.000
H -1.74508 2.05624 -4.25117 -0.005 0.002 -0.010 0.000
C -0.25136 3.35037 3.77162 0.002 -0.008 0.003 0.091
C 3.90980 0.83086 -3.16252 -0.011 -0.014 -0.034 0.000
H 3.34373 1.71335 -3.45267 0.003 0.015 0.033 0.000
C -1.86473 -2.34601 2.70108 0.052 0.045 0.027 0.004
H 1.49674 -1.46744 -3.70011 -0.004 0.003 0.004 0.000
H 4.76367 -1.14857 -1.46877 0.004 -0.003 -0.007 0.000
N -0.88456 -0.20492 2.88709 -0.054 0.019 -0.023 0.097
C -2.94465 -4.45004 2.28626 0.001 0.001 -0.014 0.005
H -3.17093 1.03542 -4.49973 -0.001 0.001 -0.002 0.000
O -0.95685 -0.86155 -0.96088 -0.002 -0.136 -0.246 0.001
H -3.18597 -4.90790 0.21005 0.001 0.004 -0.007 0.000
C -2.18309 -3.03069 0.52398 0.004 -0.011 -0.010 0.007
C -0.16521 4.59895 3.20212 -0.003 -0.029 -0.024 -0.005
H -2.46529 2.31853 -1.82100 -0.004 0.000 0.007 0.000
N 3.18522 0.04487 -2.17071 0.028 0.035 -0.006 0.000
H -1.11938 -0.76956 5.61317 -0.001 -0.003 0.008 0.004
H -2.10983 -2.81363 6.50930 0.006 0.013 0.004 -0.001
H 0.95539 4.02892 -1.64350 0.002 -0.001 0.005 0.000
C -2.46093 -3.50798 3.21762 -0.039 -0.024 -0.015 0.000
C -1.38409 -1.31628 3.55760 -0.008 -0.100 -0.027 0.010
P 1.81722 0.58593 -1.47798 -0.072 -0.159 -0.034 0.000
C 3.76112 -1.26615 -1.88505 -0.009 -0.008 0.021 0.000
H -2.04506 -2.81929 -0.52680 -0.001 0.001 -0.002 0.001
H -0.21778 5.76194 1.39272 0.001 0.005 0.006 0.007
N -1.71723 -2.13110 1.36360 -0.028 -0.020 0.030 0.000
H 3.14516 -1.79788 -1.16538 0.003 0.008 0.006 0.000
Br 0.04999 6.11614 4.31100 0.003 0.023 0.019 -0.008
C 0.69287 -2.19522 -3.77117 -0.011 0.001 -0.017 0.000
H -3.84801 1.24725 -2.12014 0.000 0.000 -0.004 0.000
```
Forces are in eV/Å.

The value obtained for the molar mass is 703.3 g mol⁻¹. As for the total charge: +1. The value obtained for the total energy is -5823.991181 Eh. As for the multiplicity: 2. For the HOMO energy (alpha / beta), the calculation gives -7.990 / -10.158 eV.